Below is C38H46BN4OP3S3Tc as an isolated structure at a distorted geometry, with properties calculated with ωB97M-V with the def2-TZVPD basis set.

```
97
C38H46BN4OP3S3Tc, DFT ωB97M-V with the def2-TZVPD basis set
Tc -0.41 -0.24 0.96
S 0.02 2.45 5.06
C -0.32 1.41 3.75
S -1.28 1.67 2.19
S 0.05 -0.23 3.39
C -3.72 1.90 0.81
P -2.05 1.49 0.12
C -2.38 1.72 -1.64
N -3.19 2.69 -2.12
C -3.31 2.73 -3.47
C -4.12 3.71 -4.07
C -4.27 3.78 -5.45
C -3.61 2.87 -6.27
C -2.80 1.90 -5.71
C -2.63 1.79 -4.32
N -1.83 0.81 -3.81
C -1.73 0.78 -2.47
P -0.71 -0.47 -1.57
C 0.69 -0.70 -2.73
C -1.73 -2.13 -2.00
C -0.98 -3.38 -1.53
C -1.98 -2.28 -3.50
C -3.07 -2.10 -1.28
C -0.96 3.15 0.59
C -1.57 4.48 0.15
C 0.41 3.02 -0.01
C -0.75 3.24 2.24
H -4.10 2.86 0.44
H -3.72 1.92 1.89
H -4.43 1.13 0.50
H -4.64 4.41 -3.43
H -4.91 4.55 -5.88
H -3.73 2.93 -7.34
H -2.29 1.18 -6.34
H 0.35 -0.92 -3.75
H 1.34 -1.51 -2.40
H 1.29 0.21 -2.78
H -0.04 -3.52 -2.07
H -1.60 -4.27 -1.73
H -0.77 -3.36 -0.47
H -1.06 -2.32 -4.08
H -2.58 -1.46 -3.90
H -2.53 -3.21 -3.69
H -2.95 -2.04 -0.21
H -3.63 -3.01 -1.50
H -3.68 -1.25 -1.61
H -1.64 4.56 -0.93
H -0.93 5.31 0.49
H -2.56 4.65 0.57
H 0.36 3.01 -1.10
H 0.91 2.11 0.32
H 1.04 3.87 0.28
H -1.78 3.40 2.79
H -0.09 4.04 2.55
H -0.22 2.09 2.71
O 0.18 -1.66 -0.10
B -4.32 -2.43 2.40
C -3.00 -1.71 1.92
N -2.04 -1.18 1.56
H -4.03 -3.26 3.25
H -4.84 -2.98 1.45
H -5.07 -1.60 2.87
N 0.93 -1.60 1.81
P 2.59 -1.38 1.77
C 3.18 -2.83 0.82
C 4.46 -3.35 1.03
C 4.91 -4.43 0.29
C 4.10 -5.00 -0.68
C 2.83 -4.48 -0.90
C 2.37 -3.40 -0.16
C 2.98 0.15 0.87
C 2.57 0.33 -0.44
C 2.91 1.50 -1.12
C 3.66 2.48 -0.50
C 4.07 2.30 0.81
C 3.74 1.15 1.49
C 3.06 -1.28 3.54
C 3.84 -2.28 4.11
C 4.20 -2.22 5.45
C 3.79 -1.15 6.23
C 3.02 -0.15 5.67
C 2.65 -0.20 4.34
H 5.12 -2.90 1.76
H 5.91 -4.83 0.47
H 4.45 -5.84 -1.26
H 2.20 -4.91 -1.66
H 1.38 -2.99 -0.34
H 1.99 -0.43 -0.93
H 2.59 1.63 -2.15
H 3.92 3.38 -1.04
H 4.66 3.07 1.31
H 4.08 1.01 2.51
H 4.17 -3.13 3.53
H 4.81 -3.01 5.88
H 4.08 -1.10 7.28
H 2.70 0.69 6.28
H 2.06 0.60 3.93
```

Summary:
2S+1 = 4
Relative energy (zero: lowest compared OMol25 entry of this formula, charge and spin) = 68.3 kcal per mole
Highest occupied orbital energy (spin up / spin down) = -0.3997 / -1.0529 eV
Net charge = -2
E_LUMO (spin up / spin down) = 4.0 / 4.0 eV